# 1
{
  "formula": "C45H81NO19Si",
  "method": "ωB97M-V/def2-TZVPD",
  "symbols": ["C", "Si", "C", "C", "O", "C", "C", "C", "C", "C", "C", "C", "C", "C", "C", "C", "C", "C", "C", "C", "C", "N", "C", "C", "C", "C", "C", "O", "O", "C", "O", "H", "H", "H", "H", "H", "H", "H", "H", "H", "H", "H", "H", "H", "H", "H", "H", "H", "H", "H", "H", "H", "H", "H", "H", "H", "H", "H", "H", "H", "H", "H", "H", "H", "H", "H", "H", "H", "H", "H", "H", "H", "C", "C", "O", "C", "O", "O", "C", "H", "H", "H", "H", "H", "H", "H", "H", "C", "C", "O", "C", "O", "O", "C", "H", "H", "H", "H", "H", "H", "H", "H", "C", "C", "O", "C", "O", "O", "C", "H", "H", "H", "H", "H", "H", "H", "H", "C", "C", "O", "C", "O", "O", "C", "H", "H", "H", "H", "H", "H", "H", "H", "C", "C", "O", "C", "O", "O", "C", "H", "H", "H", "H", "H", "H", "H", "H"],
  "positions_angstrom": [[-3.138, -1.242, -2.484], [-1.640, -2.292, -3.010], [-2.091, -3.344, -4.557], [-0.194, -1.133, -3.441], [-1.095, -3.411, -1.834], [-0.923, -2.834, -0.539], [-1.276, -3.959, 0.524], [-0.321, -5.169, 0.460], [0.942, -5.352, 0.947], [1.764, -4.266, 1.712], [3.324, -4.392, 1.398], [3.834, -3.125, 0.576], [4.031, -1.934, 1.601], [3.035, -0.704, 1.326], [2.277, -0.423, 2.675], [1.724, 1.060, 2.799], [0.455, 1.334, 1.911], [-0.766, 2.016, 2.647], [-0.390, 3.055, 3.774], [-1.003, 2.606, 5.178], [-0.030, 1.727, 6.035], [-0.139, 0.280, 5.741], [0.807, -0.719, 6.031], [0.383, -2.001, 5.571], [-0.964, -1.824, 4.946], [-1.175, -0.417, 5.125], [1.336, -6.800, 0.579], [2.347, -7.410, 0.720], [0.240, -7.493, 0.001], [-0.705, -6.494, -0.238], [-1.663, -6.664, -0.923], [-3.442, -1.358, -1.413], [-2.851, -0.163, -2.634], [-4.014, -1.481, -3.134], [-1.563, -2.905, -5.438], [-1.743, -4.395, -4.364], [-3.204, -3.322, -4.648], [0.024, -0.474, -2.561], [0.712, -1.759, -3.654], [-0.472, -0.486, -4.318], [0.164, -2.578, -0.396], [-1.600, -1.970, -0.317], [-1.328, -3.545, 1.570], [-2.301, -4.343, 0.277], [1.539, -4.264, 2.805], [1.451, -3.280, 1.271], [3.893, -4.517, 2.359], [3.560, -5.277, 0.755], [3.112, -2.904, -0.249], [4.820, -3.407, 0.120], [5.099, -1.596, 1.673], [3.788, -2.345, 2.622], [2.351, -0.962, 0.475], [3.687, 0.137, 0.985], [3.047, -0.511, 3.492], [1.437, -1.152, 2.790], [2.553, 1.711, 2.396], [1.596, 1.253, 3.889], [0.086, 0.324, 1.561], [0.677, 1.897, 0.962], [-1.326, 2.597, 1.857], [-1.494, 1.228, 2.979], [-0.925, 4.020, 3.537], [0.693, 3.312, 3.839], [-1.138, 3.568, 5.753], [-2.029, 2.177, 5.077], [-0.246, 1.842, 7.133], [1.047, 2.013, 5.896], [1.766, -0.547, 6.556], [0.895, -2.981, 5.639], [-1.643, -2.547, 4.459], [-2.097, 0.095, 4.768], [-6.654, 0.605, -6.716], [-6.359, 1.158, -5.336], [-5.027, 1.684, -5.265], [-4.861, 2.901, -5.793], [-5.716, 3.580, -6.301], [-3.566, 3.228, -5.678], [-3.230, 4.480, -6.277], [-5.891, -0.118, -7.014], [-7.630, 0.118, -6.738], [-6.649, 1.398, -7.466], [-6.414, 0.352, -4.603], [-7.090, 1.913, -5.041], [-3.877, 5.279, -5.916], [-3.289, 4.401, -7.364], [-2.203, 4.713, -6.000], [6.906, 4.720, 6.729], [5.589, 5.134, 6.103], [4.542, 4.219, 6.453], [4.019, 4.384, 7.673], [4.339, 5.221, 8.477], [3.088, 3.437, 7.855], [2.501, 3.445, 9.157], [7.140, 3.683, 6.479], [7.716, 5.362, 6.381], [6.860, 4.783, 7.818], [5.676, 5.103, 5.016], [5.317, 6.155, 6.376], [2.121, 4.434, 9.413], [3.229, 3.111, 9.897], [1.667, 2.745, 9.147], [7.770, -4.652, 0.012], [8.032, -4.094, 1.397], [9.348, -3.533, 1.487], [9.486, -2.311, 0.963], [8.618, -1.656, 0.446], [10.768, -1.947, 1.094], [11.076, -0.686, 0.502], [8.555, -5.355, -0.275], [6.807, -5.163, -0.022], [7.764, -3.858, -0.738], [7.987, -4.901, 2.129], [7.277, -3.357, 1.682], [10.402, 0.093, 0.856], [11.033, -0.764, -0.586], [12.092, -0.424, 0.792], [-5.844, -5.566, -9.466], [-6.725, -4.914, -8.420], [-7.085, -3.581, -8.808], [-8.074, -3.491, -9.706], [-8.676, -4.412, -10.193], [-8.265, -2.194, -9.989], [-9.244, -1.962, -11.002], [-4.980, -4.935, -9.687], [-5.494, -6.540, -9.122], [-6.384, -5.707, -10.403], [-6.174, -4.826, -7.483], [-7.617, -5.511, -8.217], [-10.183, -2.462, -10.768], [-8.865, -2.293, -11.970], [-9.424, -0.889, -11.047], [-2.961, 9.629, 1.604], [-2.015, 8.611, 2.210], [-2.563, 7.288, 2.132], [-2.452, 6.690, 0.940], [-1.935, 7.154, -0.043], [-3.038, 5.489, 1.025], [-3.063, 4.771, -0.210], [-3.952, 9.547, 2.056], [-2.585, 10.642, 1.754], [-3.084, 9.463, 0.533], [-1.877, 8.827, 3.270], [-1.030, 8.649, 1.741], [-2.068, 4.701, -0.648], [-3.755, 5.250, -0.905], [-3.420, 3.763, -0.004]],
  "charge": 0,
  "smiles": "C[Si](C)(C)OCCC1=C(CCCCCCCCCCCCn2cccc2)C(=O)OC1=O.CCOC(=O)OC.CCOC(=O)OC.CCOC(=O)OC.CCOC(=O)OC.CCOC(=O)OC",
  "homo_energy_ev": -8.23
}

---

# 2
{
  "formula": "C45H84BF10N2O6S",
  "method": "ωB97M-V/def2-TZVPD",
  "symbols": ["C", "C", "C", "C", "N", "N", "C", "B", "O", "O", "C", "C", "C", "C", "F", "F", "C", "F", "F", "C", "F", "F", "C", "F", "F", "F", "C", "C", "O", "O", "C", "S", "O", "O", "F", "C", "C", "C", "C", "C", "C", "H", "H", "H", "H", "H", "H", "H", "H", "H", "H", "H", "H", "H", "H", "H", "H", "H", "H", "H", "H", "H", "H", "H", "H", "H", "H", "H", "H", "C", "C", "C", "C", "C", "C", "H", "H", "H", "H", "H", "H", "H", "H", "H", "H", "H", "H", "H", "H", "C", "C", "C", "C", "C", "C", "H", "H", "H", "H", "H", "H", "H", "H", "H", "H", "H", "H", "H", "H", "C", "C", "C", "C", "C", "C", "H", "H", "H", "H", "H", "H", "H", "H", "H", "H", "H", "H", "H", "H", "C", "C", "C", "C", "C", "C", "H", "H", "H", "H", "H", "H", "H", "H", "H", "H", "H", "H", "H", "H"],
  "positions_angstrom": [[2.719, -4.462, 1.644], [1.417, -3.439, 1.542], [0.045, -4.292, 1.280], [-0.161, -4.864, -0.239], [-0.811, -3.989, -1.232], [-0.995, -2.677, -0.957], [-2.300, -2.298, -0.211], [-3.365, -3.530, 0.062], [-3.120, -4.689, 0.986], [-4.633, -3.731, -0.727], [-4.761, -2.753, -1.807], [-3.807, -3.091, -3.139], [-2.688, -0.790, 0.272], [-3.928, -0.202, 1.072], [-3.390, 0.557, 2.276], [-4.658, 0.739, 0.134], [-5.097, -1.045, 1.768], [-5.985, 0.040, 2.369], [-6.067, -1.749, 0.901], [-4.660, -1.903, 3.136], [-4.832, -0.990, 4.334], [-3.189, -2.213, 3.171], [-5.628, -3.180, 3.454], [-7.014, -2.627, 3.693], [-5.698, -4.225, 2.418], [-5.134, -3.766, 4.757], [-1.570, 0.378, -0.188], [-1.802, 2.004, 0.143], [-1.350, 2.553, 1.273], [-2.577, 2.845, -0.827], [-0.191, 0.026, -1.054], [1.030, 1.340, -1.569], [2.247, 1.224, -0.570], [0.600, 2.801, -1.572], [1.703, 1.125, -3.170], [0.031, -1.607, -1.400], [1.373, -1.922, -2.295], [2.183, -3.313, -2.007], [1.086, -1.930, -3.940], [-0.056, -2.999, -4.422], [0.572, -4.465, -4.929], [3.649, -3.797, 1.952], [2.597, -5.309, 2.442], [2.894, -4.972, 0.581], [1.336, -2.927, 2.616], [1.547, -2.584, 0.754], [-0.840, -3.664, 1.714], [0.123, -5.256, 1.982], [0.900, -5.315, -0.554], [-0.847, -5.837, -0.120], [-1.369, -4.416, -1.975], [-3.198, -4.420, 1.940], [-4.687, -1.623, -1.475], [-5.875, -2.870, -2.225], [-3.478, -4.213, -3.192], [-4.443, -2.727, -4.065], [-2.893, -2.332, -3.041], [-2.944, 2.275, -1.567], [2.250, -1.122, -2.154], [1.567, -4.277, -2.343], [2.654, -3.411, -0.939], [3.117, -3.300, -2.754], [0.756, -0.893, -4.364], [2.130, -2.221, -4.434], [-0.971, -3.118, -3.702], [-0.515, -2.538, -5.426], [1.732, -4.386, -5.063], [-0.004, -4.894, -5.855], [0.385, -5.196, -4.005], [-0.606, 3.673, -4.480], [0.359, 4.849, -4.434], [-0.038, 5.916, -3.410], [-1.384, 6.603, -3.667], [-1.518, 7.293, -5.027], [-0.526, 8.428, -5.225], [-1.608, 3.984, -4.786], [-0.255, 2.927, -5.201], [-0.677, 3.189, -3.501], [0.449, 5.289, -5.432], [1.355, 4.471, -4.174], [0.755, 6.671, -3.367], [-0.069, 5.457, -2.414], [-1.550, 7.344, -2.875], [-2.192, 5.870, -3.565], [-2.532, 7.699, -5.110], [-1.414, 6.566, -5.839], [-0.646, 9.191, -4.448], [-0.690, 8.906, -6.196], [0.508, 8.071, -5.203], [-1.202, 3.964, 4.558], [-0.925, 2.618, 5.210], [-2.174, 1.744, 5.347], [-3.282, 2.319, 6.236], [-2.867, 2.641, 7.674], [-2.418, 1.417, 8.458], [-1.892, 4.568, 5.154], [-0.271, 4.531, 4.454], [-1.631, 3.832, 3.560], [-0.455, 2.773, 6.187], [-0.190, 2.081, 4.599], [-1.873, 0.761, 5.729], [-2.592, 1.563, 4.348], [-4.113, 1.603, 6.258], [-3.683, 3.229, 5.775], [-3.724, 3.088, 8.190], [-2.076, 3.398, 7.686], [-3.214, 0.666, 8.498], [-2.168, 1.701, 9.486], [-1.530, 0.958, 8.016], [4.660, -7.313, -9.558], [4.952, -6.236, -8.523], [5.890, -6.708, -7.410], [5.360, -7.859, -6.548], [4.024, -7.593, -5.850], [4.082, -6.441, -4.859], [4.147, -8.171, -9.116], [4.015, -6.911, -10.347], [5.585, -7.664, -10.026], [4.011, -5.868, -8.101], [5.416, -5.383, -9.031], [6.129, -5.852, -6.767], [6.842, -7.022, -7.857], [6.115, -8.099, -5.789], [5.260, -8.760, -7.166], [3.728, -8.500, -5.311], [3.235, -7.407, -6.587], [4.834, -6.630, -4.085], [3.112, -6.320, -4.366], [4.324, -5.496, -5.352], [3.548, 8.615, 6.737], [3.642, 7.452, 7.714], [3.439, 6.088, 7.050], [2.065, 5.869, 6.408], [0.869, 6.031, 7.350], [0.862, 5.026, 8.491], [2.557, 8.680, 6.280], [3.736, 9.560, 7.258], [4.292, 8.515, 5.940], [2.922, 7.596, 8.526], [4.635, 7.469, 8.178], [3.622, 5.306, 7.796], [4.207, 5.951, 6.278], [2.043, 4.861, 5.975], [1.943, 6.559, 5.565], [-0.050, 5.901, 6.767], [0.832, 7.048, 7.753], [0.851, 4.000, 8.107], [-0.030, 5.165, 9.109], [1.735, 5.144, 9.139]],
  "charge": 1,
  "homo_energy_ev": -11.91
}

---

| no. | energy (a.u.) |
| --- | --- |
| 1 | -3537.10430 |
| 2 | -3746.68989 |